(1)
C19H54IN4O7P2S | ωB97M-V/def2-TZVPD

Results
Molar mass (g mol⁻¹): 671.6
Gap between HOMO and LUMO (eV): 6.4452
Charge: +1
Total energy (eV): -78377.5485
HOMO (Ha): -0.390

Geometry as XYZ:
```
88
Properties=species:S:1:pos:R:3:forces:R:3
C -0.4690 3.9606 -5.6872 0.059 0.088 -0.223
C 0.0772 2.6569 -6.2506 0.127 0.053 0.057
I -1.3948 1.6432 -7.4226 -0.121 -0.022 0.056
C 0.7138 1.6762 -5.2433 0.190 -0.070 -0.160
S 0.1192 1.9679 -3.5437 -0.364 -0.028 -0.112
P 1.2517 3.6349 -2.6773 -0.374 0.747 0.605
P 2.7661 2.8090 -1.2468 0.587 -0.084 -0.044
O 2.4640 3.3736 0.0499 -0.271 0.064 0.393
O 2.8153 1.2241 -1.2702 -0.320 0.059 -0.267
O 4.1736 3.2767 -1.8111 -0.164 0.145 -0.278
H 0.3540 4.6089 -5.3782 -0.022 -0.007 0.210
H -1.1820 3.8194 -4.8755 -0.006 0.002 0.051
H -0.9920 4.5030 -6.4707 -0.029 0.005 -0.028
H 0.8651 2.9074 -6.9549 -0.036 -0.100 -0.140
H 1.7994 1.7450 -5.2493 0.042 0.054 0.080
H 0.4346 0.6510 -5.4741 0.021 -0.084 0.126
H 0.4974 0.8637 -2.8485 -0.031 -0.098 0.093
H 2.0983 3.9314 -3.7724 0.041 -0.511 -0.180
H 2.4299 0.8097 -2.0503 0.224 -0.238 0.031
H 4.1928 3.5510 -2.7341 0.242 -0.080 -0.009
C 0.9557 -0.8188 0.6966 0.073 0.008 -0.093
C -0.4781 -0.3780 0.4466 0.078 -0.080 0.062
C -1.5280 -1.2449 1.1510 -0.182 0.089 0.045
O -1.7573 -2.4899 0.5290 0.180 0.026 -0.001
C -0.8503 -3.5268 0.8816 -0.082 -0.206 -0.089
N -0.7507 -0.3316 -1.0069 0.209 0.244 -0.213
H 1.2126 -1.7159 0.1322 -0.027 -0.039 0.039
H 1.6507 -0.0370 0.3984 0.008 0.005 0.025
H 1.1297 -1.0273 1.7517 -0.012 -0.031 -0.003
H -0.5854 0.6362 0.8436 -0.072 0.008 -0.039
H -2.4869 -0.7190 1.1140 -0.012 -0.031 -0.011
H -1.2737 -1.3806 2.2092 0.073 0.003 -0.021
H -0.5346 -3.4446 1.9257 0.003 0.063 0.000
H 0.0333 -3.5259 0.2380 0.042 0.044 0.059
H -1.3715 -4.4750 0.7530 -0.070 0.034 0.032
H -1.6864 0.0457 -1.1381 -0.002 0.009 -0.017
H -0.8330 -1.3008 -1.3087 0.009 -0.007 -0.031
C 6.1169 -3.3636 -0.8237 0.015 -0.006 -0.018
C 5.4537 -2.0165 -0.5691 -0.018 -0.140 -0.028
C 5.0621 -1.7660 0.8903 0.023 0.192 0.055
O 3.9018 -2.4555 1.3089 -0.057 -0.070 -0.002
C 4.1028 -3.7788 1.7727 -0.065 0.016 0.012
N 4.2977 -1.8630 -1.4627 -0.052 0.172 -0.036
H 5.3931 -4.1789 -0.7970 -0.017 0.007 0.034
H 6.5794 -3.3728 -1.8098 -0.030 -0.003 -0.017
H 6.8911 -3.5678 -0.0829 -0.008 -0.003 0.009
H 6.1747 -1.2357 -0.8312 -0.001 0.017 0.025
H 4.8185 -0.7035 0.9867 -0.042 -0.017 0.049
H 5.8946 -1.9713 1.5749 0.035 -0.060 -0.068
H 5.0534 -3.8725 2.3053 0.010 -0.011 -0.010
H 4.0742 -4.5070 0.9584 0.073 -0.005 0.000
H 3.2910 -4.0075 2.4620 0.005 0.014 0.011
H 3.9282 -0.9249 -1.3365 0.049 -0.025 0.048
H 3.5619 -2.4742 -1.1178 0.032 -0.058 -0.028
C -0.2995 5.3103 1.2593 0.024 -0.048 -0.016
C -0.2932 6.4971 0.3034 -0.101 -0.109 0.057
C -0.8654 7.7844 0.9094 0.096 0.133 -0.065
O -2.2739 7.8105 0.9997 -0.020 -0.092 0.012
C -2.8296 7.1975 2.1484 -0.054 0.068 -0.009
N -0.9918 6.1206 -0.9353 0.051 0.039 -0.054
H -1.3059 4.9087 1.3864 -0.012 0.034 0.010
H 0.3330 4.5109 0.8752 0.004 -0.003 -0.015
H 0.0816 5.5939 2.2412 -0.011 0.003 0.006
H 0.7492 6.7122 0.0458 0.001 0.029 0.003
H -0.6024 8.6173 0.2516 -0.036 0.007 -0.001
H -0.4146 7.9881 1.8889 0.006 -0.061 0.008
H -2.1909 7.3448 3.0244 0.006 -0.017 0.004
H -2.9959 6.1270 2.0032 0.040 -0.009 0.035
H -3.7925 7.6706 2.3335 0.003 0.010 -0.003
H -0.9166 6.8839 -1.6024 0.026 0.001 0.005
H -1.9839 6.0823 -0.7139 -0.005 -0.049 -0.023
C -4.1935 -4.0934 2.4419 -0.024 0.127 -0.062
C -4.5536 -5.4701 1.8959 0.137 0.032 0.130
C -5.5239 -6.2613 2.7811 -0.088 -0.075 -0.101
O -4.9370 -6.8290 3.9339 0.039 0.058 0.026
C -4.8316 -5.9730 5.0544 -0.004 -0.072 0.029
N -3.3131 -6.2083 1.6309 -0.064 -0.080 -0.015
H -3.4928 -4.1592 3.2759 -0.024 -0.054 0.020
H -3.7144 -3.5027 1.6615 0.030 -0.008 0.010
H -5.0788 -3.5531 2.7833 -0.012 -0.036 0.020
H -5.0600 -5.3229 0.9368 -0.031 -0.027 0.005
H -5.9006 -7.1078 2.2014 0.020 -0.024 0.029
H -6.3893 -5.6451 3.0592 0.035 0.046 -0.003
H -5.6865 -5.2923 5.1156 0.007 0.016 -0.001
H -3.9090 -5.3868 5.0388 -0.030 0.047 -0.011
H -4.8209 -6.6020 5.9433 -0.006 -0.007 -0.005
H -3.5327 -7.0838 1.1651 0.010 0.037 -0.063
H -2.9258 -6.4897 2.5280 0.021 0.030 -0.001
```
Positions in Å, forces in eV/Å.


(2)
C19H55N6O10P2S3V2 | ωB97M-V/def2-TZVPD

Results
2S+1: 3
Molar mass (g mol⁻¹): 787.7
Gap between HOMO and LUMO (spin up / spin down) (eV): 3.5850 / 4.3997
Charge: +3
Total energy (eV): -152442.7718
HOMO (spin up / spin down) (Ha): -0.558 / -0.558

Geometry as XYZ:
```
97
Properties=species:S:1:pos:R:3:forces:R:3
O -3.4330 -3.5687 1.5910 2.591 0.247 0.180
V -2.2096 -2.8332 0.9612 -4.531 1.069 -4.324
O 3.4766 -2.8335 1.9618 -3.513 0.116 2.878
V 2.2002 -2.4380 2.8250 4.966 3.471 -5.263
O 0.8421 -0.1656 -0.7319 0.708 -0.915 0.880
C 0.5692 -1.2048 0.0473 -2.727 0.319 0.067
O 1.3507 -1.5590 0.9383 1.771 -0.770 1.991
O -0.5965 -1.7418 -0.0803 -0.095 -0.514 0.813
H 0.0140 0.1479 -1.1438 -0.490 0.268 -0.723
O -3.6909 -1.4084 0.3001 2.824 -2.653 0.434
P -4.4670 -0.1541 0.2391 -0.653 4.952 1.272
N -5.2244 0.0524 -1.1815 -0.284 -0.570 -0.906
C -4.7589 -0.5795 -2.4401 -0.369 0.553 0.841
C -6.3937 0.9468 -1.3623 0.388 -0.053 0.429
N -3.4661 1.2539 0.5001 0.518 -2.477 0.033
C -3.4577 2.3843 -0.4143 -0.087 0.526 0.424
C -2.1817 1.1567 1.2289 -0.700 -0.024 0.255
N -5.5349 -0.0532 1.5080 0.192 -0.464 -0.292
C -6.2744 1.1918 1.8596 0.603 -0.971 -0.922
C -6.3015 -1.3199 1.7734 1.532 1.443 -0.096
H -4.7544 0.2054 -3.1950 0.274 -0.208 -0.199
H -5.4976 -1.3377 -2.6979 0.298 -0.190 -0.276
H -3.7636 -0.9850 -2.2758 -0.030 -0.144 -0.282
H -6.0446 1.9661 -1.2171 -0.494 0.186 0.210
H -7.2097 0.6662 -0.7023 0.050 0.213 0.164
H -6.8138 0.9183 -2.3658 0.391 -0.441 -0.138
H -2.7814 3.1454 -0.0197 0.037 -0.057 0.260
H -3.0496 2.1935 -1.4121 -0.718 -0.237 -0.010
H -4.4399 2.8464 -0.3162 0.019 0.126 -0.898
H -2.0962 0.4132 2.0252 -0.867 -0.231 0.137
H -1.3077 0.9191 0.6190 -0.051 0.540 -0.500
H -2.1129 2.1194 1.7337 0.658 -0.009 -0.009
H -5.7192 2.0409 1.4653 -0.063 0.102 0.317
H -7.2202 1.1185 1.3256 -0.313 0.404 0.410
H -6.4118 1.2499 2.9356 -0.018 0.082 -0.008
H -6.2500 -1.4642 2.8504 -0.601 -0.189 0.011
H -5.6754 -2.0768 1.3075 -0.705 -0.546 -0.040
H -7.2998 -1.2021 1.3584 -0.126 -0.522 0.159
O 3.0264 -0.3575 3.0068 -1.758 -3.246 -0.043
P 3.4523 1.0462 2.6639 0.468 5.128 1.756
N 4.6315 1.5189 3.7643 -0.396 -0.161 0.171
C 6.0364 1.1852 3.5564 0.022 -0.212 -0.591
C 4.2737 1.5971 5.1951 0.425 -0.703 -0.185
N 2.2520 2.2600 3.0473 -0.002 -1.465 -0.256
C 0.9000 2.0310 2.5036 1.208 -1.025 -0.161
C 2.5275 3.6401 3.4373 1.681 0.652 0.309
N 4.0166 1.3424 1.1588 0.312 -1.409 0.112
C 4.5526 0.2431 0.3222 -0.397 -0.008 0.762
C 4.3264 2.7186 0.7208 -1.210 -0.212 0.309
H 6.1646 0.9652 2.4967 0.358 0.146 0.058
H 6.3769 0.3101 4.1169 -0.293 -0.102 0.086
H 6.6834 2.0088 3.8596 -0.132 0.141 -0.140
H 5.1310 1.9218 5.7847 0.039 0.390 -0.296
H 4.1086 0.5773 5.5563 -0.480 0.085 0.179
H 3.4346 2.2621 5.3597 -0.096 -0.297 0.202
H 0.2013 2.7783 2.8684 0.083 0.047 -0.221
H 0.9965 1.9659 1.4136 -0.687 0.384 -0.066
H 0.5810 1.0397 2.8471 -0.319 0.098 -0.003
H 2.8446 4.3233 2.6423 -0.152 -0.332 -0.361
H 1.7683 4.2172 3.9691 -0.690 -0.912 -0.074
H 3.3619 3.6344 4.1367 0.063 0.156 -0.167
H 5.6333 0.1645 0.4389 0.038 -0.078 -0.114
H 4.0685 -0.6622 0.6898 0.303 -0.198 -0.323
H 4.3079 0.3531 -0.7330 -0.120 0.269 0.081
H 3.4275 3.0005 0.1678 0.486 0.538 -0.480
H 5.2419 2.7411 0.1366 -0.088 -0.074 -0.105
H 4.4101 3.4174 1.5507 0.213 -0.206 0.090
C -0.0866 -3.8944 -2.3604 -0.585 1.253 0.511
S -1.9450 -3.9834 -2.4237 1.237 -1.634 0.300
O -2.5711 -3.6760 -1.0659 0.546 1.038 2.095
C -2.0401 -5.8220 -2.3690 -0.809 -0.099 -0.739
H 0.3162 -4.0101 -1.3526 -0.300 -1.038 -0.026
H 0.2510 -2.8705 -2.5376 -0.432 0.021 -0.672
H 0.2792 -4.5680 -3.1290 0.141 -0.093 0.194
H -1.2178 -6.3440 -2.8529 0.236 0.288 0.161
H -2.9371 -6.1290 -2.9115 -0.026 0.298 -0.121
H -2.2317 -6.1600 -1.3524 0.468 0.355 0.192
C 4.6626 -4.3356 -3.3889 -0.038 0.792 0.572
S 3.6763 -3.5276 -2.0571 0.002 0.999 0.406
O 4.5094 -3.3116 -0.8114 -0.394 -0.716 -0.689
C 3.6546 -1.8435 -2.7297 -0.622 -0.197 -1.192
H 4.3497 -4.0692 -4.3986 -0.333 0.251 0.187
H 4.5617 -5.4122 -3.2864 0.343 0.018 0.290
H 5.6550 -3.9209 -3.2144 0.248 -0.521 -0.088
H 3.0253 -1.1391 -2.1863 0.257 -0.347 0.757
H 3.1592 -1.8433 -3.7073 0.408 -0.243 -0.203
H 4.6842 -1.5015 -2.8140 -0.013 0.050 0.041
C -1.2085 3.2830 -4.0998 0.177 -0.771 -0.035
S -0.3662 2.5384 -2.6763 0.479 1.393 0.063
O -1.1339 1.2977 -2.3150 0.567 -0.989 -0.019
C 1.3318 2.1771 -3.2995 -0.509 0.690 0.800
H -0.5729 4.0029 -4.6110 0.007 0.185 0.295
H -2.0953 3.7362 -3.6613 0.045 0.171 -0.154
H -1.5046 2.5220 -4.8227 0.028 -0.134 0.124
H 1.6226 3.0195 -3.9281 -0.252 -0.448 -0.711
H 1.4370 1.1622 -3.6697 0.018 0.170 -0.420
H 1.9835 2.3684 -2.4444 -0.156 -0.578 0.273
```
Positions in Å, forces in eV/Å.